1.
115
Properties=species:S:1:pos:R:3:lowdin_charge:R:1 method="wB97M-V/def2-TZVPD" total_energy_ha=-4409.7779 lumo_energy_ha=-0.022 fmax_ev_per_a=0.60
I -1.273 3.523 0.770 0.9868
I -1.828 1.445 -5.385 0.9097
I -5.103 -0.923 -0.491 0.9925
S -3.277 -1.330 -3.264 0.9686
S 0.095 2.802 -2.287 0.7300
S 1.694 0.109 -4.572 0.8502
O -0.187 5.380 6.138 0.0153
O 3.848 6.044 9.670 0.0174
O -5.263 5.567 4.100 0.0134
O 0.164 -4.878 -4.494 -0.0527
O 2.179 -4.010 -6.144 -0.0376
N 0.069 6.803 7.856 0.0144
N -4.052 0.834 3.438 0.0749
N 5.039 5.389 11.453 0.0101
N -3.545 7.003 4.031 0.0078
N -0.963 0.494 -3.749 -0.5080
C 0.046 -0.691 -9.097 -0.0471
C -3.476 0.669 2.249 -0.1397
C -1.925 2.024 -0.529 -0.6280
C -2.179 7.447 4.233 -0.0767
C 0.587 -1.261 -4.399 -0.4462
C -1.682 -1.835 -3.798 -0.4524
C -4.083 5.791 4.333 -0.5379
C 0.128 -5.685 -3.302 -0.1056
C -3.720 1.486 1.144 -0.3425
C 1.905 -6.895 -8.200 -0.0436
C -3.156 4.771 4.945 -0.0006
C 5.589 4.460 9.251 -0.0045
C -0.425 -6.993 -7.224 -0.0760
C 0.639 -4.773 -7.758 -0.1410
C -2.760 -0.041 -2.181 -0.5131
C -0.700 -0.880 -3.987 -0.4229
C -0.380 -6.028 -0.278 -0.0693
C 0.570 -4.963 -0.821 -0.3927
C 0.400 5.680 7.170 -0.5325
C 4.752 5.362 10.128 -0.5362
C -0.120 -3.550 -4.343 -0.2275
C 1.510 4.833 7.738 -0.0077
C 0.249 -2.109 -8.636 -0.2652
C -4.629 2.538 1.301 -0.0485
C 0.678 7.318 9.068 -0.0696
C 2.202 -6.392 -2.106 -0.0628
C 1.127 -2.400 -7.603 0.0359
C 2.231 -3.121 -5.034 -0.1208
C 0.871 -6.187 -7.285 -0.3603
C 1.315 -3.708 -7.167 -0.2091
C -3.016 1.242 -0.139 -0.3170
C 0.887 -2.615 -4.590 -0.1392
C 6.064 4.652 12.165 -0.0745
C -1.669 0.744 -2.540 -0.4079
C -1.403 -3.177 -3.982 -0.0060
C -0.226 -4.470 -8.802 -0.0217
C -0.425 -3.168 -9.234 -0.0453
C -5.232 2.725 2.539 -0.0453
C -1.241 1.788 -1.715 -0.5936
C -4.911 1.845 3.573 -0.1462
C -3.422 0.217 -0.982 -0.6242
C 1.150 -5.283 -2.221 -0.3058
C -0.076 -3.580 -0.701 -0.0578
H 0.981 2.384 -1.378 -0.1149
H 1.249 4.472 8.734 0.0906
H 2.435 5.400 7.817 0.0633
H 1.089 8.315 8.899 0.0854
H -0.744 -7.303 -8.222 0.0733
H 2.735 -6.519 -3.050 0.0834
H 0.045 -7.031 -0.320 0.0745
H 0.579 0.013 -8.461 0.0698
H 0.375 -6.678 -3.676 0.1282
H 1.668 -7.954 -8.307 0.0702
H -2.738 5.133 5.883 0.0732
H -0.059 7.382 9.872 0.0827
H 1.442 -4.953 -0.157 0.1287
H -0.065 -3.254 0.341 0.0815
H -4.202 7.644 3.615 0.1353
H 1.654 3.983 7.078 0.0837
H 6.622 4.028 11.476 0.0703
H -2.325 4.547 4.276 0.0789
H 1.684 -4.387 -2.549 0.1202
H -1.587 6.661 4.693 0.0436
H -4.846 3.196 0.468 0.1239
H 1.752 -7.341 -1.813 0.0768
H 1.927 -6.440 -9.191 0.0788
H 2.909 -6.824 -7.780 0.0748
H -0.894 -5.734 -2.919 0.1152
H -1.324 -6.039 -0.828 0.0737
H -3.717 3.860 5.128 0.0663
H 0.425 -0.566 -10.114 0.0817
H -0.688 7.324 7.443 0.1335
H -1.716 7.722 3.283 0.0821
H -1.013 -0.434 -9.109 0.0773
H 2.907 -2.296 -5.252 0.0928
H -2.152 8.323 4.887 0.0790
H -5.916 3.544 2.718 0.0971
H -0.779 -5.267 -9.284 0.1132
H -2.772 -0.153 2.153 0.1202
H 1.657 -1.584 -7.131 0.1008
H -2.165 -3.924 -3.808 0.1271
H 2.588 -0.488 -5.362 -0.1458
H -0.262 -7.906 -6.648 0.0776
H -1.120 -2.974 -10.044 0.1112
H -1.123 -3.592 -1.008 0.0762
H 2.691 -3.708 -4.236 0.1301
H 1.491 6.674 9.385 0.0480
H 6.641 4.744 9.288 0.0857
H -0.633 -5.804 0.760 0.0826
H 2.946 -6.130 -1.349 0.0813
H 5.622 4.010 12.928 0.0842
H 5.232 4.556 8.231 0.0812
H 1.309 -6.136 -6.291 0.1117
H -1.238 -6.433 -6.762 0.0801
H 0.442 -2.833 -1.305 0.0765
H -5.372 1.970 4.547 0.1075
H 5.500 3.419 9.563 0.0865
H 6.763 5.333 12.653 0.0842
H 4.447 6.010 11.982 0.1404

---

2.
45
Properties=species:S:1:pos:R:3:nbo_charge:R:1 method="wB97M-V/def2-TZVPD" charge=+2 total_energy_ha=-2370.1535 lumo_energy_ha=-0.271 fmax_ev_per_a=1.01
Pd 1.307 1.348 -0.905 0.6466
S -0.560 -0.425 0.860 2.2605
S 3.220 2.097 -1.918 0.0543
S 0.841 3.077 0.490 0.5170
O 3.560 0.605 1.357 -0.5421
O 0.069 0.116 2.026 -0.9087
O -0.473 0.378 -0.380 -0.9640
O 4.503 -1.508 1.239 -0.4845
N 0.154 -1.883 0.395 -0.6850
N 1.952 -0.097 -2.336 -0.5099
N 4.013 -0.035 -3.418 -0.4874
C 2.707 -1.986 -3.555 -0.3040
C 0.771 -2.503 1.318 0.0448
C 0.540 4.469 -0.613 -0.7538
C -2.225 -0.807 1.119 -0.3588
C 3.833 -1.290 -3.894 0.1550
C -3.017 -1.230 0.054 -0.1733
C -4.059 -0.993 2.628 -0.1956
C -6.314 -1.773 1.849 -0.6470
C -4.340 -1.536 0.301 -0.1978
C 3.083 0.563 -2.640 0.2715
C -4.880 -1.425 1.585 0.0687
C 2.345 3.623 1.309 -0.7520
C 4.041 -0.450 1.295 1.0285
C 1.775 -1.347 -2.732 0.1940
C -2.729 -0.684 2.411 -0.1733
H 1.392 4.651 -1.263 0.2384
H -2.610 -1.309 -0.945 0.2346
H -6.877 -1.881 0.924 0.2324
H 4.866 0.473 -3.628 0.4640
H 2.669 2.824 1.970 0.2699
H -4.469 -0.895 3.625 0.2384
H 1.135 -3.503 1.099 0.2110
H -6.792 -1.010 2.462 0.2421
H 0.777 -2.166 2.355 0.2047
H 0.345 5.341 0.010 0.2606
H 2.546 -2.990 -3.915 0.2829
H -0.347 4.241 -1.200 0.2602
H 2.083 4.502 1.895 0.2601
H -6.376 -2.716 2.395 0.2477
H 0.865 -1.834 -2.402 0.2596
H -2.094 -0.348 3.219 0.2506
H -4.971 -1.863 -0.514 0.2357
H 4.619 -1.686 -4.522 0.2682
H 3.123 3.864 0.589 0.2355

---

3.
11
Properties=species:S:1:pos:R:3:nbo_charge:R:1 method="wB97M-V/def2-TZVPD" total_energy_ha=-318.5337 lumo_energy_ha=-0.007 fmax_ev_per_a=6.85
O -0.134 -0.779 -0.432 -0.3948
N 1.270 1.175 -0.092 -0.8066
N -1.155 0.278 -0.336 -0.1582
N 2.260 -0.791 0.241 -0.7612
C 1.158 -0.136 -0.119 0.6740
C -2.457 -0.173 0.216 -0.1472
H 2.276 1.447 -0.094 0.4338
H -2.612 -1.320 0.260 0.2067
H -3.281 0.608 0.430 0.2269
H 0.512 1.607 0.140 0.3963
H 2.164 -1.917 -0.215 0.3304

---

4.
23
Properties=species:S:1:pos:R:3:nbo_charge:R:1 method="wB97M-V/def2-TZVPD" total_energy_ha=-363.6388 lumo_energy_ha=0.025 fmax_ev_per_a=1.00
N -0.245 -1.449 -0.159 -0.7311
N -2.018 1.142 0.930 -0.6292
N 2.988 -1.828 -0.672 -0.6363
C 2.896 -0.586 -0.533 0.1496
C 0.045 -0.176 -0.287 -0.1498
C -2.765 1.658 -0.194 -0.4173
C 4.079 0.299 -0.678 -0.6744
C -2.689 0.044 1.583 -0.4190
H -2.184 2.441 -0.676 0.1997
H -0.569 -2.079 -0.895 0.3711
H 1.942 -0.063 -0.292 0.1685
H -3.699 2.090 0.171 0.1898
H -3.643 0.398 1.980 0.1950
H -0.110 0.133 -1.341 0.1329
H 2.118 -2.345 -0.552 0.3282
H 3.898 1.021 -1.473 0.2226
H -1.075 0.831 0.613 0.3694
H -2.076 -0.303 2.413 0.1956
H -2.898 -0.809 0.914 0.1460
H 4.231 0.854 0.246 0.2255
H 4.964 -0.288 -0.907 0.2277
H -3.019 0.892 -0.945 0.1484
H -0.169 -1.875 0.755 0.3870